(1)
This record from the OMol25 dataset describes a structure of composition C6H5EuNO5 in a non-equilibrium geometry. The level of theory is ωB97M-V/def2-TZVPD.

Cartesian coordinates (Å):
O  0.4329  -3.5863  -2.4266
C  0.8122  -2.6265  -1.9208
Eu  1.6121  -0.4431  -0.6493
O  -1.4707  0.0464  -3.1907
C  -0.5483  -0.2434  -2.5716
C  2.9197  -0.0935  -2.9097
O  3.5868  0.0975  -3.8246
C  0.8698  1.9263  -1.7037
O  0.3457  2.9192  -1.9547
C  -0.5211  -0.6352  2.9061
C  -0.7541  0.3616  1.8340
N  -1.6965  1.2950  1.9910
O  -0.0800  0.3685  0.7563
H  -1.0744  -0.3488  3.7989
H  0.5372  -0.7044  3.1687
H  -0.8460  -1.6311  2.5908
H  -1.8721  1.9924  1.2795
H  -2.2533  1.3056  2.8264

## Properties
- Relative energy (zero: lowest compared OMol25 entry of this formula, charge and spin): 0.0 kcal per mole
- Max |F|: 5.1 eV/A
- HOMO energy (alpha / beta): -17.06 / -18.26 eV
- E_LUMO (alpha / beta): -8.34 / -8.24 eV
- Net charge: +2
- Multiplicity: 8
- Calculated total energy: -1372.36745 Eh
- Gap between HOMO and LUMO (alpha / beta): 8.72 / 10.03 eV

***

(2)
This record from the OMol25 dataset describes a cluster of 2 separate species, H3N4O2 in total in a non-equilibrium geometry. The level of theory is ωB97M-V/def2-TZVPD.

Cartesian coordinates (Å):
N  -0.5560  0.7373  0.1124
N  0.7993  -0.6317  -1.6954
N  0.6561  0.7713  -0.2571
N  -0.7485  0.1156  1.2685
O  0.1775  -0.2763  1.9235
O  -1.8849  0.0493  1.6613
H  0.0293  -1.1092  -1.2270
H  0.3147  0.0057  -2.2670
H  1.2125  0.3378  0.4807

## Properties
- Relative energy (zero: lowest compared OMol25 entry of this formula, charge and spin): 29.6 kcal per mole
- Max |F|: 3.6 eV/A
- HOMO energy (alpha / beta): -3.09 / -3.27 eV
- E_LUMO (alpha / beta): 4.56 / 4.57 eV
- Net charge: -1
- Multiplicity: 1
- Calculated total energy: -371.13622 Eh
- Gap between HOMO and LUMO (alpha / beta): 7.65 / 7.83 eV

***

(3)
This record from the OMol25 dataset describes a structure of composition C4H17CoNP in a non-equilibrium geometry. The level of theory is ωB97M-V/def2-TZVPD.

Cartesian coordinates (Å):
C  -1.2925  0.8302  -2.6197
Co  -0.0234  0.5119  -1.2420
N  0.7397  -1.2276  -1.9439
H  -0.9553  1.3650  -0.4622
H  1.1486  1.1881  -0.5834
H  -1.4673  1.9161  -2.3587
H  -2.1553  0.0998  -2.6605
H  -0.3815  0.7665  -3.2968
H  0.3956  -2.0758  -1.4489
H  1.7119  -1.1470  -1.8061
H  0.5569  -1.3810  -2.9573
C  1.1595  -1.2545  1.2763
P  0.0303  0.1167  0.7570
C  -1.4368  -0.3908  1.7414
C  0.6538  1.4907  1.7692
H  0.7833  -2.2275  0.9315
H  1.2237  -1.2789  2.3733
H  2.1657  -1.0880  0.8716
H  -1.2239  -0.2244  2.8073
H  -2.3014  0.2074  1.4373
H  -1.6537  -1.4595  1.5701
H  0.5035  1.2498  2.8269
H  1.7219  1.6281  1.5352
H  0.0965  2.3847  1.4826

## Properties
- Max |F|: 2.5 eV/A
- HOMO energy (alpha / beta): 0.53 / -4.05 eV
- E_LUMO (alpha / beta): 3.60 / 3.50 eV
- Net charge: -1
- Multiplicity: 4
- Calculated total energy: -1941.27011 Eh
- Gap between HOMO and LUMO (alpha / beta): 3.07 / 7.55 eV

***

(4)
This record from the OMol25 dataset describes a structure of composition C4H5N2O2 in a non-equilibrium geometry. The level of theory is ωB97M-V/def2-TZVPD.

Cartesian coordinates (Å):
C  0.6344  1.3347  0.6165
C  -0.3837  0.4009  0.3575
C  -1.6335  -0.9858  2.3575
C  -0.0081  -0.3950  -1.8310
N  1.4593  0.8326  -0.4313
N  0.5688  -0.2496  -0.5519
O  -2.2127  -0.0355  2.7227
O  -1.2656  -2.0859  2.2310
H  1.1237  2.0246  1.3627
H  -0.8644  -1.1068  -1.8701
H  -0.4712  0.5335  -2.1885
H  0.7488  -0.6838  -2.5075
H  2.3043  0.4161  -0.2675

## Properties
- Relative energy (zero: lowest compared OMol25 entry of this formula, charge and spin): 119.5 kcal per mole
- Max |F|: 3.4 eV/A
- HOMO energy: -2.82 eV
- E_LUMO: 3.89 eV
- Net charge: -1
- Multiplicity: 1
- Calculated total energy: -415.30060 Eh
- Gap between HOMO and LUMO: 6.71 eV

***

(5)
This record from the OMol25 dataset describes a cluster of 2 separate species, C2H9N2S in total. The level of theory is ωB97M-V/def2-TZVPD.

Cartesian coordinates (Å):
C  -2.2848  -0.2974  -1.1146
S  -1.1206  -1.5484  -1.7335
H  -3.2339  -0.7608  -0.8543
H  -2.5192  0.4685  -1.8486
H  -1.8583  0.0968  -0.1904
N  1.7060  -0.3545  -0.3483
C  1.5925  0.0415  1.0264
N  0.5953  1.1075  1.2664
H  2.3186  0.2366  -0.8724
H  0.7975  -0.6059  -0.7702
H  2.5803  0.4248  1.3257
H  1.4042  -0.8491  1.6297
H  0.0126  0.8512  2.0441
H  0.0100  1.1894  0.4399

## Properties
- Relative energy (zero: lowest compared OMol25 entry of this formula, charge and spin): 13.9 kcal per mole
- Max |F|: 0.9 eV/A
- HOMO energy: -2.43 eV
- E_LUMO: 4.19 eV
- Net charge: -1
- Multiplicity: 1
- Calculated total energy: -589.31038 Eh
- Gap between HOMO and LUMO: 6.63 eV

***

(6)
This record from the OMol25 dataset describes a cluster of 5 separate species, C8H28BrClNO6PSi in total in a non-equilibrium geometry. The level of theory is ωB97M-V/def2-TZVPD.

Cartesian coordinates (Å):
N  0.9227  -4.0346  3.2337
P  -0.2444  -4.9619  3.7164
O  -1.5982  -4.8258  2.7637
O  -0.7152  -4.6083  5.2629
Si  0.5723  -7.0300  3.7239
Cl  -0.0937  -8.0887  2.0260
Br  -0.2352  -8.0546  5.6075
H  0.6565  -3.5044  2.4071
H  -1.3256  -4.6079  1.8804
H  -1.4791  -5.1575  5.4649
H  2.0406  -7.0107  3.7698
C  0.2400  -0.0367  0.0796
C  0.8300  -1.4018  0.3776
O  -0.1429  -2.2651  0.9698
H  -0.1411  0.4211  0.9919
H  0.9869  0.6247  -0.3600
H  -0.5978  -0.1215  -0.6115
H  1.6549  -1.3173  1.0852
H  1.2097  -1.8679  -0.5378
H  -0.8687  -2.3532  0.3447
C  -0.1474  3.8813  -2.2163
C  -1.3489  3.4256  -1.4105
O  -0.9547  2.5701  -0.3401
H  0.3887  3.0208  -2.6206
H  -0.4505  4.5266  -3.0429
H  0.5530  4.4329  -1.5841
H  -2.0380  2.8595  -2.0372
H  -1.8871  4.2873  -1.0014
H  -0.3569  3.0675  0.2214
C  -3.5008  -1.7682  -3.2233
C  -2.4227  -2.7377  -2.7789
O  -1.8896  -2.3652  -1.5066
H  -3.1013  -0.7551  -3.2805
H  -3.8976  -2.0453  -4.2010
H  -4.3250  -1.7511  -2.5061
H  -1.5941  -2.7375  -3.4852
H  -2.8193  -3.7559  -2.7171
H  -2.6187  -2.3721  -0.8805
C  4.1657  6.0791  -0.0801
C  3.1489  6.7884  -0.9550
O  1.8263  6.6298  -0.4446
H  3.9317  5.0161  -0.0100
H  5.1747  6.1906  -0.4806
H  4.1491  6.4818  0.9356
H  3.1555  6.3711  -1.9612
H  3.3797  7.8564  -1.0262
H  1.8075  7.0054  0.4370

## Properties
- Relative energy (zero: lowest compared OMol25 entry of this formula, charge and spin): 6.9 kcal per mole
- Max |F|: 2.9 eV/A
- HOMO energy: -8.83 eV
- E_LUMO: 0.33 eV
- SMILES string: N=P(O)(O)[Si@H](Cl)Br.CCO.CCO.CCO.CCO
- Multiplicity: 1
- Calculated total energy: -4492.93708 Eh
- Gap between HOMO and LUMO: 9.16 eV

***

> multiplicity of number 4 (C4H5N2O2)?

1

***

> Among the records above, which one has the lowest calculated total energy?

C8H28BrClNO6PSi

***

Please write out number 5 again, unchanged.
This record from the OMol25 dataset describes a cluster of 2 separate species, C2H9N2S in total. The level of theory is ωB97M-V/def2-TZVPD.

Cartesian coordinates (Å):
C  -2.2848  -0.2974  -1.1146
S  -1.1206  -1.5484  -1.7335
H  -3.2339  -0.7608  -0.8543
H  -2.5192  0.4685  -1.8486
H  -1.8583  0.0968  -0.1904
N  1.7060  -0.3545  -0.3483
C  1.5925  0.0415  1.0264
N  0.5953  1.1075  1.2664
H  2.3186  0.2366  -0.8724
H  0.7975  -0.6059  -0.7702
H  2.5803  0.4248  1.3257
H  1.4042  -0.8491  1.6297
H  0.0126  0.8512  2.0441
H  0.0100  1.1894  0.4399

## Properties
- Relative energy (zero: lowest compared OMol25 entry of this formula, charge and spin): 13.9 kcal per mole
- Max |F|: 0.9 eV/A
- HOMO energy: -2.43 eV
- E_LUMO: 4.19 eV
- Net charge: -1
- Multiplicity: 1
- Calculated total energy: -589.31038 Eh
- Gap between HOMO and LUMO: 6.63 eV

***

> Which value of multiplicity does entry 2 give?

1